DFT (ωB97M-V/def2-TZVPD) results for an isolated ion of composition C3H3O2S and charge -1.

Output
Energy relative to the best compared isomer or geometry (same formula, charge and spin): 213.8 kJ/mol
Total charge: -1

Each atom is followed by the atoms it is bonded to, with distances in Å.
Cartesian coordinates (Å):
1 C -0.50 -0.08 0.00  C3 1.590, O4 1.287, O5 1.210
2 C -0.15 2.02 -1.31  O4 1.442, S6 1.648
3 C 0.32 -0.89 1.08  C1 1.590, H7 1.115, H8 1.176, H9 1.167
4 O 0.17 0.96 -0.38  C1 1.287, C2 1.442
5 O -1.57 -0.41 -0.44  C1 1.210
6 S 0.16 1.62 -2.88  C2 1.648
7 H -0.35 -1.19 1.92  C3 1.115
8 H 0.75 -1.83 0.52  C3 1.176
9 H 1.17 -0.20 1.49  C3 1.167

These are the Mulliken partial charges, in e, on atoms 1 to 8:
1 C 0.54
2 C -0.63
3 C -0.74
4 O 0.11
5 O -0.58
6 S -0.39
7 H 0.26
8 H 0.18